(1)
{"formula": "C4H5NO", "method": "the ωB97M-V functional and the def2-TZVPD basis", "elements": ["O", "C", "C", "C", "C", "N", "H", "H", "H", "H", "H"], "positions_angstrom": [[2.0745, 0.0114, -0.0599], [0.7964, 0.0059, -0.0339], [-0.1148, 1.2419, 0.1198], [-1.5176, 0.5382, -0.1137], [-1.2658, -0.7442, 0.0830], [0.0022, -1.0862, 0.0571], [0.0462, 1.7425, -0.7939], [0.0919, 1.8377, 1.0536], [-2.4189, 1.0082, -0.4522], [-2.1073, -1.3556, 0.1195], [0.3870, -1.9714, -0.1783]], "smiles": "O=C1CC=CN1"}


(2)
{"formula": "C4H11NO", "method": "the ωB97M-V functional and the def2-TZVPD basis", "elements": ["C", "C", "O", "H", "H", "H", "H", "C", "N", "C", "H", "H", "H", "H", "H", "H", "H"], "positions_angstrom": [[3.2996, 5.2734, -3.2547], [2.4233, 4.0682, -3.0408], [1.2880, 4.1286, -2.6508], [2.7563, 6.0040, -3.8537], [4.2411, 4.9580, -3.7092], [3.5777, 5.6636, -2.2791], [2.8180, 3.0664, -3.2987], [-1.4635, -3.0414, 3.2679], [-2.1292, -3.9744, 2.3867], [-2.4545, -3.4622, 1.0725], [-0.7779, -3.5452, 3.9464], [-0.8861, -2.3234, 2.6870], [-2.1596, -2.4343, 3.8549], [-2.9458, -4.4010, 2.8063], [-3.3865, -2.8910, 1.0228], [-2.5599, -4.2571, 0.3350], [-1.6410, -2.8322, 0.7076]], "smiles": "CC=O.CNC"}


(3)
{"formula": "C16H26AsBaI2N4O", "method": "the ωB97M-V functional and the def2-TZVPD basis", "elements": ["Ba", "N", "C", "C", "N", "C", "C", "N", "H", "H", "H", "H", "H", "H", "H", "H", "H", "H", "H", "H", "H", "I", "C", "C", "C", "I", "C", "C", "C", "C", "N", "C", "C", "O", "H", "H", "H", "H", "C", "As", "C", "C", "H", "H", "H", "H", "H", "H", "H", "H", "H"], "positions_angstrom": [[0.3377, 0.5727, 0.2655], [-0.8089, -1.9195, 1.4310], [-0.7251, -2.9765, 0.4055], [-1.4120, -2.5438, -0.8812], [-0.7892, -1.3853, -1.5428], [0.1260, -1.7199, -2.6469], [1.5911, -1.8186, -2.2473], [2.1315, -0.4966, -1.8728], [-0.3609, -2.2379, 2.2841], [-1.7839, -1.7695, 1.6772], [-1.1911, -3.9112, 0.7311], [0.3300, -3.1886, 0.2231], [-2.4480, -2.2862, -0.6462], [-1.4520, -3.4033, -1.5588], [-1.5247, -0.7957, -1.9148], [0.0300, -0.9434, -3.4102], [-0.1665, -2.6627, -3.1215], [2.1325, -2.2655, -3.0862], [1.7093, -2.4896, -1.3942], [2.0560, 0.1255, -2.6740], [3.1255, -0.5764, -1.6858], [-2.2326, 3.7962, -3.3323], [-2.3981, 4.0495, -1.2678], [-3.1269, 5.1421, -0.7626], [-3.2598, 5.3286, 0.5830], [-4.3619, 6.9770, 1.2557], [-2.6592, 4.4222, 1.4959], [-2.7378, 4.5293, 2.9031], [-2.1183, 3.6098, 3.6975], [-1.4031, 2.5666, 3.0853], [-1.3037, 2.4230, 1.7847], [-1.9259, 3.3336, 0.9745], [-1.7881, 3.1217, -0.4486], [-1.1048, 2.0991, -0.8707], [-3.5849, 5.8366, -1.4528], [-3.2942, 5.3482, 3.3392], [-2.1677, 3.6737, 4.7752], [-0.8989, 1.8269, 3.7016], [2.5958, 0.3122, 4.4789], [2.9842, 0.1458, 2.5740], [4.0179, -1.5077, 2.6034], [4.4516, 1.4257, 2.4505], [3.5080, 0.2029, 5.0641], [1.8836, -0.4533, 4.7839], [2.1625, 1.2918, 4.6766], [4.8056, -1.4452, 3.3532], [4.4704, -1.6769, 1.6273], [3.3690, -2.3500, 2.8395], [5.1967, 1.2279, 3.2202], [4.0683, 2.4370, 2.5780], [4.9242, 1.3543, 1.4717]], "total_charge": 1}


Number 1: electronic energy -285.37009 a.u., LUMO level 0.811 eV. Number 2: electronic energy -288.95255 a.u., LUMO level 1.115 eV. Number 3: electronic energy -3776.10573 a.u., LUMO level -2.510 eV.